The following is a quantum chemistry calculation of a molecular structure, C35H32ClFN5O2S3Tl, from the OMol25 dataset.

Properties
Total charge: 0
Calculated total energy, eV: -100800.7272
ΔE to the lowest compared entry with this formula, charge and spin, kcal per mole: 0.0
Largest force on an atom, hartree/bohr: 0.00373
Kohn-Sham gap, eV: 7.90

Last column: Löwdin charge in e.
Atoms and positions in Å:
1 Tl 0.3863 0.8450 1.0679  0.970
2 C -2.6094 1.1151 2.6089  -0.163
3 C -2.5830 2.2862 1.6029  -0.175
4 N -1.8414 2.0071 0.3818  -0.120
5 C -2.5599 1.3816 -0.7162  -0.260
6 C -3.0264 -0.0442 -0.4345  -0.432
7 S -1.7068 -1.2216 0.0076  0.894
8 C -2.2311 -1.7544 1.6632  -0.437
9 C -1.5319 -1.0843 2.8494  -0.255
10 N -1.3556 0.3612 2.6948  -0.126
11 H -2.8737 1.5212 3.5889  0.131
12 H -3.4066 0.4248 2.3385  0.095
13 H -3.6246 2.5586 1.3867  0.126
14 H -2.1216 3.1518 2.0737  0.112
15 H -1.3592 2.8419 0.0655  0.094
16 H -3.4476 1.9644 -1.0028  0.123
17 H -1.8898 1.3737 -1.5792  0.115
18 H -3.7877 -0.0586 0.3440  0.067
19 H -3.5022 -0.4217 -1.3405  0.075
20 H -3.3156 -1.6521 1.7124  0.069
21 H -2.0235 -2.8234 1.7125  0.077
22 H -2.1126 -1.3155 3.7512  0.128
23 H -0.5331 -1.4925 2.9817  0.098
24 H -0.7885 0.7103 3.4698  0.075
25 S -1.2766 0.1918 -6.6622  1.045
26 C -1.8387 -0.1754 -8.2341  -0.420
27 C -1.5175 -1.4461 -8.5975  -0.185
28 C -0.8117 -2.1390 -7.5764  -0.126
29 C -0.6093 -1.3818 -6.4589  -0.499
30 C 0.0804 -1.7735 -5.2209  -0.208
31 C -0.3692 -1.3330 -3.9604  -0.091
32 N 0.1885 -1.6545 -2.8181  0.123
33 C 1.2667 -2.4638 -2.8319  -0.145
34 C 1.8059 -2.9574 -4.0333  -0.133
35 C 2.9749 -3.7931 -4.0135  -0.025
36 C 3.5686 -4.1078 -2.8464  -0.021
37 C 3.0414 -3.6288 -1.5980  -0.135
38 C 3.6613 -3.9331 -0.3749  0.044
39 C 3.1248 -3.4691 0.8000  -0.190
40 C 1.9498 -2.6877 0.7063  -0.091
41 N 1.3572 -2.3754 -0.4195  0.125
42 C 1.8917 -2.8271 -1.5735  -0.168
43 C 3.7295 -3.7731 2.1031  -0.484
44 C 4.4527 -4.8815 2.4458  -0.131
45 C 4.8829 -4.8651 3.7976  -0.190
46 C 4.4735 -3.7425 4.4511  -0.419
47 S 3.6051 -2.6835 3.4322  1.084
48 C 1.1878 -2.5888 -5.2359  0.043
49 H -2.3703 0.5658 -8.8090  0.064
50 H -1.7815 -1.8767 -9.5524  0.102
51 H -0.4869 -3.1677 -7.6504  0.114
52 H -1.2427 -0.6863 -3.9107  0.104
53 H 3.3671 -4.1575 -4.9554  0.113
54 H 4.4551 -4.7306 -2.8258  0.114
55 H 4.5723 -4.5209 -0.3723  0.125
56 H 1.5094 -2.2911 1.6165  0.077
57 H 4.6357 -5.6981 1.7606  0.109
58 H 5.4494 -5.6572 4.2654  0.099
59 H 4.6501 -3.4765 5.4812  0.063
60 H 1.5977 -2.9365 -6.1777  0.128
61 O 0.1095 2.1947 4.4994  0.077
62 C 0.4119 3.0129 3.6520  -0.414
63 N 0.4688 2.7849 2.2927  0.048
64 C 0.6458 3.9708 1.6262  -0.445
65 O 0.5862 4.1133 0.4153  0.054
66 C 0.8466 5.0581 2.6437  -0.090
67 C 1.1007 6.4047 2.5027  0.000
68 C 1.2294 7.1550 3.6703  -0.070
69 C 1.0949 6.5623 4.9227  -0.069
70 C 0.8260 5.2004 5.0493  0.000
71 C 0.7116 4.4694 3.8871  -0.087
72 H 1.1991 6.8544 1.5233  0.120
73 H 1.4366 8.2155 3.6067  0.103
74 H 1.2006 7.1730 5.8102  0.103
75 H 0.7129 4.7298 6.0174  0.120
76 Cl 2.9029 0.5239 -1.0511  0.513
77 C 1.1811 0.9731 -0.9391  -0.705
78 H 0.6211 0.2743 -1.5543  -0.048
79 H 1.0801 2.0019 -1.2650  -0.009
80 F 1.3230 -0.3367 2.5628  -0.499